DFT (ωB97M-V/def2-TZVPD) results for a single C24H26O6 molecule.

Structure (ORCA input):
```
! RIJCOSX wB97M-V def2-TZVPD def2/J DEFGRID3
* xyz 0 1
C -5.27 -0.74 -3.39
O -4.77 -1.60 -2.38
C -4.06 -0.93 -1.38
C -4.76 -0.71 -0.18
O -6.03 -1.15 -0.07
C -4.13 -0.09 0.88
C -2.82 0.35 0.73
O -2.28 0.93 1.82
C -0.98 1.30 1.81
C -0.42 1.72 3.00
C 0.92 2.12 3.03
O 1.43 2.49 4.22
C 1.69 2.14 1.86
C 3.13 2.62 1.89
C 3.98 1.88 2.89
C 4.16 0.56 2.91
C 5.01 -0.11 3.94
C 3.51 -0.36 1.92
C 1.12 1.73 0.66
O 1.86 1.75 -0.45
C -0.22 1.28 0.63
C -0.80 0.78 -0.61
O -0.21 0.90 -1.69
C -2.12 0.17 -0.47
C -2.74 -0.54 -1.53
C -1.96 -0.99 -2.73
C -0.84 -1.89 -2.27
C 0.38 -1.95 -2.79
C 1.41 -2.90 -2.25
C 0.83 -1.10 -3.94
H -5.99 -0.02 -2.97
H -5.78 -1.38 -4.11
H -4.47 -0.18 -3.88
H -6.24 -1.64 -0.88
H -4.65 0.05 1.82
H -1.00 1.74 3.90
H 2.38 2.62 4.13
H 3.53 2.49 0.89
H 3.15 3.69 2.12
H 4.50 2.48 3.62
H 5.40 0.61 4.66
H 4.43 -0.86 4.47
H 5.85 -0.61 3.46
H 4.10 -1.27 1.80
H 3.41 0.11 0.94
H 2.51 -0.65 2.26
H 1.26 1.45 -1.19
H -2.61 -1.56 -3.39
H -1.55 -0.14 -3.27
H -1.10 -2.54 -1.44
H 1.00 -3.52 -1.45
H 1.78 -3.54 -3.04
H 2.25 -2.34 -1.85
H 0.64 -0.05 -3.72
H 1.89 -1.23 -4.12
H 0.29 -1.36 -4.85
*
```

The value obtained for the energy relative to the best compared isomer or geometry (same formula, charge and spin) is 0.92 kcal/mol. For the maximum force, the calculation gives 0.87 eV/Å. The HOMO energy is -8.198 eV. The total energy is -1381.5858 a.u. The calculation puts the gap between HOMO and LUMO at 8.39 eV. The structure (SMILES) is COc1c(O)cc2oc3cc(O)c(CC=C(C)C)c(O)c3c(=O)c2c1CC=C(C)C.

=====

DFT (ωB97M-V/def2-TZVPD) results for 2 unconnected molecules or ions with the total composition C24H27ClFN3O.

Structure (ORCA input):
```
! RIJCOSX wB97M-V def2-TZVPD def2/J DEFGRID3
* xyz 2 1
Cl -2.69 -1.32 -0.05
C -1.78 0.14 0.46
N -0.44 -0.16 1.04
C -0.55 -1.01 2.32
C 0.82 -1.24 2.88
N 1.85 -0.51 2.09
F 6.39 -2.54 2.61
C 1.55 0.93 2.01
C 0.19 1.17 1.41
C 1.84 -1.08 0.71
C 0.50 -0.87 0.06
H -1.65 0.77 -0.44
H -2.39 0.66 1.21
H -1.19 -0.45 3.01
H -1.05 -1.95 2.03
H 0.89 -0.90 3.92
H 1.09 -2.31 2.82
H 1.60 1.35 3.02
H 2.32 1.38 1.38
H 0.25 1.75 0.48
H -0.49 1.66 2.11
H 2.63 -0.57 0.15
H 2.06 -2.15 0.81
H 0.01 -1.82 -0.21
H 0.57 -0.22 -0.82
C 3.38 -4.09 7.45
C 4.49 -4.82 7.01
C 5.42 -4.26 6.12
C 5.19 -2.98 5.57
C 6.32 -2.25 4.85
C 6.08 -1.56 3.51
N 7.06 -0.44 3.27
C 8.31 -0.84 2.90
C 9.17 -0.05 2.13
C 8.86 1.28 1.97
C 7.65 1.77 2.47
C 6.71 0.91 3.15
C 5.55 1.50 3.71
C 5.28 2.86 3.50
C 6.16 3.67 2.75
C 7.34 3.13 2.27
O 7.47 -2.36 5.26
C 4.05 -2.27 5.99
C 3.17 -2.82 6.92
H 2.69 -4.51 8.19
H 4.63 -5.83 7.40
H 6.34 -4.79 5.87
H 5.05 -1.24 3.35
H 8.60 -1.84 3.21
H 10.03 -0.54 1.69
H 9.53 1.98 1.46
H 4.88 0.89 4.32
H 4.37 3.30 3.91
H 5.95 4.73 2.58
H 8.08 3.72 1.70
H 3.92 -1.25 5.64
H 2.31 -2.23 7.26
*
```

For the maximum force, the calculation gives 2.51 eV/Å. The HOMO energy is -14.068 eV. The total energy is -1729.7222 a.u. The calculation puts the gap between HOMO and LUMO at 7.49 eV.

=====

DFT (ωB97M-V/def2-TZVPD) results for a molecular structure, C24H27ClKN4O2S2.

Structure (ORCA input):
```
! RIJCOSX wB97M-V def2-TZVPD def2/J DEFGRID3
* xyz -1 1
K 3.12 1.22 -0.50
S 1.72 -1.41 0.34
C 0.38 -1.16 1.36
N -0.27 -2.27 1.90
C -1.63 -2.10 2.38
C -1.66 -0.94 3.32
N -1.12 0.23 2.67
C -1.62 1.49 3.18
C -3.02 1.78 2.69
C -3.33 1.64 1.34
C -4.60 1.92 0.88
C -5.59 2.34 1.76
C -5.30 2.48 3.11
C -4.01 2.20 3.57
C -0.12 0.14 1.71
S 0.44 1.58 0.99
C 0.09 -3.63 1.55
C -0.74 -4.23 0.43
C -1.18 -5.54 0.51
C -1.92 -6.11 -0.52
C -2.24 -5.36 -1.64
C -1.81 -4.04 -1.72
C -1.07 -3.48 -0.69
H -1.92 -3.02 2.89
H -2.34 -1.94 1.55
H -1.10 -1.18 4.24
H -2.70 -0.72 3.60
H -0.94 2.28 2.86
H -1.61 1.45 4.28
H -2.55 1.32 0.66
H -4.83 1.81 -0.17
H -6.59 2.55 1.40
H -6.06 2.80 3.80
H -3.78 2.31 4.62
H -0.03 -4.25 2.44
H 1.14 -3.63 1.26
H -0.95 -6.13 1.39
H -2.26 -7.14 -0.44
H -2.82 -5.79 -2.45
H -2.05 -3.44 -2.59
H -0.71 -2.45 -0.77
C 2.07 4.26 -0.90
H 1.54 4.14 0.04
H 1.61 3.94 -1.82
H 3.04 4.73 -0.93
Cl 7.01 1.36 -4.33
C 7.17 1.26 -2.55
C 5.83 1.05 -1.82
O 5.76 1.58 -0.70
O 4.95 0.35 -2.39
H 7.63 2.17 -2.21
H 7.82 0.41 -2.34
N 3.12 1.86 -3.79
C 3.40 3.05 -4.41
C 2.18 3.63 -4.67
N 1.17 2.82 -4.21
C 1.77 1.77 -3.70
H 3.82 1.19 -3.44
H 4.41 3.36 -4.61
H 1.98 4.57 -5.15
H 1.28 0.92 -3.25
*
```

The value obtained for the energy relative to the best compared isomer or geometry (same formula, charge and spin) is 5.45 kcal/mol. For the maximum force, the calculation gives 0.31 eV/Å. The HOMO energy (spin up / spin down) is -4.717 / -3.269 eV. The total energy is -3156.8515 a.u. The calculation puts the gap between HOMO and LUMO (spin up / spin down) at 7.16 / 5.51 eV.

=====

DFT (ωB97M-V/def2-TZVPD) results for a molecular structure, C24H27F12O13Zr.

Structure (ORCA input):
```
! RIJCOSX wB97M-V def2-TZVPD def2/J DEFGRID3
* xyz 0 2
Zr 2.14 2.07 -2.32
C 3.78 3.75 1.25
C 3.04 3.43 0.10
C 1.59 3.93 -0.12
O 1.03 3.49 -1.14
C 0.98 4.68 0.99
C 1.76 4.97 2.05
C 3.20 4.51 2.19
O 3.87 4.69 3.29
O 1.26 5.68 3.02
O 3.41 2.59 -0.71
H 4.82 3.46 1.33
H -0.03 5.05 0.97
C 0.66 -0.47 1.18
C 0.71 -0.58 -0.34
O 1.33 0.52 -1.00
H 1.60 -0.18 1.65
H 0.31 -1.35 1.71
H -0.02 0.28 1.58
H -0.27 -0.78 -0.78
H 1.26 -1.41 -0.77
C -6.39 0.76 5.26
C -6.09 1.43 3.92
O -4.78 1.21 3.41
C -4.50 1.42 2.10
O -5.37 1.62 1.26
C -3.04 1.17 1.77
F -2.56 2.11 0.89
F -2.25 1.18 2.85
F -2.95 -0.03 1.09
H -5.51 0.96 5.87
H -6.41 -0.32 5.10
H -7.42 0.95 5.55
H -6.10 2.50 4.14
H -6.90 1.31 3.20
C 4.38 -3.61 -1.58
C 4.06 -2.09 -1.49
O 5.25 -1.40 -1.44
C 5.17 -0.02 -1.73
O 4.12 0.53 -2.19
C 6.47 0.80 -1.69
F 7.53 -0.03 -1.63
F 6.53 1.72 -2.62
F 6.38 1.44 -0.55
H 3.50 -4.18 -1.89
H 4.70 -4.03 -0.63
H 5.11 -3.90 -2.34
H 3.38 -1.69 -0.73
H 3.51 -1.88 -2.40
C -3.81 -0.53 -1.77
C -2.49 0.26 -2.11
O -2.61 1.44 -2.87
C -1.41 2.25 -3.20
O -0.27 1.89 -2.97
C -1.76 3.35 -4.18
F -3.09 3.55 -4.36
F -1.21 4.47 -3.73
F -1.20 3.01 -5.30
H -3.70 -1.49 -1.27
H -4.44 -0.73 -2.64
H -4.42 0.06 -1.10
H -1.78 -0.41 -2.60
H -2.02 0.65 -1.21
C 1.72 -5.57 0.95
C 0.55 -4.71 1.20
O -0.04 -4.47 -0.04
C -1.28 -3.95 -0.08
O -1.94 -3.60 0.88
C -1.87 -3.88 -1.51
F -1.23 -4.70 -2.34
F -3.22 -4.21 -1.48
F -1.62 -2.74 -2.03
H 2.23 -5.98 1.82
H 2.46 -4.90 0.51
H 1.62 -6.32 0.17
H 0.69 -3.79 1.77
H -0.13 -5.20 1.90
*
```

For the maximum force, the calculation gives 7.11 eV/Å. The HOMO energy (spin up / spin down) is -7.381 / -7.395 eV. The total energy is -3154.1688 a.u. As for the expectation value of S²: 0.75. The calculation puts the gap between HOMO and LUMO (spin up / spin down) at 6.28 / 6.21 eV.

=====

Please write out number 2 again, unchanged.
DFT (ωB97M-V/def2-TZVPD) results for 2 unconnected molecules or ions with the total composition C24H27ClFN3O.

Structure (ORCA input):
```
! RIJCOSX wB97M-V def2-TZVPD def2/J DEFGRID3
* xyz 2 1
Cl -2.69 -1.32 -0.05
C -1.78 0.14 0.46
N -0.44 -0.16 1.04
C -0.55 -1.01 2.32
C 0.82 -1.24 2.88
N 1.85 -0.51 2.09
F 6.39 -2.54 2.61
C 1.55 0.93 2.01
C 0.19 1.17 1.41
C 1.84 -1.08 0.71
C 0.50 -0.87 0.06
H -1.65 0.77 -0.44
H -2.39 0.66 1.21
H -1.19 -0.45 3.01
H -1.05 -1.95 2.03
H 0.89 -0.90 3.92
H 1.09 -2.31 2.82
H 1.60 1.35 3.02
H 2.32 1.38 1.38
H 0.25 1.75 0.48
H -0.49 1.66 2.11
H 2.63 -0.57 0.15
H 2.06 -2.15 0.81
H 0.01 -1.82 -0.21
H 0.57 -0.22 -0.82
C 3.38 -4.09 7.45
C 4.49 -4.82 7.01
C 5.42 -4.26 6.12
C 5.19 -2.98 5.57
C 6.32 -2.25 4.85
C 6.08 -1.56 3.51
N 7.06 -0.44 3.27
C 8.31 -0.84 2.90
C 9.17 -0.05 2.13
C 8.86 1.28 1.97
C 7.65 1.77 2.47
C 6.71 0.91 3.15
C 5.55 1.50 3.71
C 5.28 2.86 3.50
C 6.16 3.67 2.75
C 7.34 3.13 2.27
O 7.47 -2.36 5.26
C 4.05 -2.27 5.99
C 3.17 -2.82 6.92
H 2.69 -4.51 8.19
H 4.63 -5.83 7.40
H 6.34 -4.79 5.87
H 5.05 -1.24 3.35
H 8.60 -1.84 3.21
H 10.03 -0.54 1.69
H 9.53 1.98 1.46
H 4.88 0.89 4.32
H 4.37 3.30 3.91
H 5.95 4.73 2.58
H 8.08 3.72 1.70
H 3.92 -1.25 5.64
H 2.31 -2.23 7.26
*
```

For the maximum force, the calculation gives 2.51 eV/Å. The HOMO energy is -14.068 eV. The total energy is -1729.7222 a.u. The calculation puts the gap between HOMO and LUMO at 7.49 eV.